Entry 1:
Computed, not measured: a gas-phase ion, C3H10N4 (charge +2), with the ωB97M-V functional and the def2-TZVPD basis.

Results
HOMO-LUMO gap   11.1479 eV
Energy above the lowest of the compared OMol25 structures with the same formula, charge and spin   192.3 kcal per mole
Total energy   -9208.5652 eV
Total charge   +2

Last column: Löwdin charge in e.
Geometry (Å):
C 1.795414 -0.242259 0.710194  0.003
C 1.785294 0.384773 -0.605234  -0.001
C -1.861866 0.943317 -0.262037  0.148
N -1.877065 -0.007199 0.734859  0.128
N -0.609685 -1.491431 -0.608372  0.167
N 0.607670 0.507209 0.253848  0.077
N -0.759675 -0.279824 -0.080966  -0.149
H 1.704580 -1.275522 0.781148  0.111
H 2.396313 0.272664 1.605189  0.213
H 2.466943 1.203074 -0.733941  0.150
H 1.808354 -0.175993 -1.515139  0.146
H -2.428780 0.747713 -1.124102  0.135
H -1.539785 1.916481 0.059911  0.138
H -1.917260 0.099817 1.722181  0.170
H -0.808607 -1.717394 -1.621294  0.189
H -1.109858 -2.243070 -0.098044  0.172
H 0.348010 1.357650 0.781807  0.202

Forces on the atoms, in the same order (eV/Å):
1.91 2.03 2.36
1.72 0.13 -0.20
0.95 -0.87 0.68
-0.24 -1.57 -0.83
-0.28 -2.39 -1.16
-1.77 -0.85 0.78
-0.34 2.95 0.37
-0.45 -1.73 0.14
-1.55 -1.15 -2.10
-0.47 1.11 0.12
-0.94 -0.73 -0.30
-0.89 0.10 -1.06
0.29 0.68 -0.75
0.65 0.20 1.15
0.48 1.49 1.02
0.54 0.86 0.34
0.41 -0.27 -0.55

Entry 2:
Computed, not measured: 3 unconnected molecules or ions with the total composition C16H20F16O7S, with the ωB97M-V functional and the def2-TZVPD basis.

Results
HOMO-LUMO gap   9.9431 eV
Energy above the lowest of the compared OMol25 structures with the same formula, charge and spin   123.7 kcal per mole
Total energy   -85557.1730 eV

Last column: Löwdin charge in e.
Geometry (Å):
O -4.263249 2.041464 1.393633  -0.079
C -4.368378 0.966860 0.585811  -0.100
C -4.101427 1.071741 -1.061574  -0.175
O -4.386557 -0.268793 -1.597449  -0.398
S -3.193295 -0.792921 -2.700278  1.039
O -3.371674 0.169577 -3.938702  -0.451
O -1.607959 -0.584221 -2.106169  -0.416
C -1.453936 -1.156609 -0.743084  -0.235
C 0.068962 -1.064478 -0.143169  -0.151
C 0.575759 0.444591 0.246624  -0.177
C -0.502873 1.642279 -0.049572  -0.222
O 0.028629 2.961037 0.423016  -0.140
H -4.640261 -0.060164 1.127228  0.149
H -3.003463 1.457342 -1.270691  0.121
H -4.894210 1.839161 -1.514516  0.163
H -2.233234 -0.756065 0.032736  0.115
H -1.689465 -2.320320 -0.867253  0.139
H 0.114621 -1.700011 0.866492  0.131
H 0.842403 -1.602412 -0.875732  0.121
H 1.629576 0.633554 -0.275792  0.116
H 0.796988 0.473763 1.418738  0.117
H -0.644924 1.784752 -1.226275  0.118
H -1.541842 1.466779 0.498535  0.119
H 1.033310 2.987570 0.272669  0.110
C 1.150770 0.502426 6.409091  -0.052
C 0.471827 0.502533 5.030824  -0.431
C -0.972572 0.016191 5.027133  -0.289
F -1.082483 -1.267636 5.439221  0.083
F -1.487761 0.055731 3.768751  0.083
F 1.235422 -0.204836 4.155075  0.115
F 0.488200 1.794648 4.574314  0.104
O 1.981900 -0.625842 6.696255  0.031
C 1.305127 -1.767843 7.219016  -0.477
C 1.411892 -2.991469 6.301348  -0.264
F 0.871899 -2.746512 5.079175  0.084
F 0.735219 -4.051900 6.816932  0.095
F 0.024814 -1.435977 7.510381  0.122
F 1.902046 -2.035149 8.412313  0.138
H 1.839028 1.356152 6.416821  0.152
H 0.448689 0.714026 7.224404  0.148
H -1.605122 0.642052 5.662534  0.177
H 2.454934 -3.284302 6.156222  0.176
C 1.502417 -0.682689 -4.238279  -0.051
C 1.601029 0.782203 -3.785564  -0.416
C 0.547171 1.709478 -4.379173  -0.286
F 0.630204 1.783677 -5.727396  0.088
F 0.712510 2.978839 -3.918853  0.092
F 2.858373 1.242018 -4.026478  0.127
F 1.459419 0.792496 -2.422453  0.072
O 2.379824 -1.069140 -5.299901  0.032
C 1.899162 -0.807841 -6.617534  -0.477
C 2.782014 0.183610 -7.384586  -0.264
F 2.849964 1.383598 -6.751567  0.088
F 2.281261 0.428942 -8.624459  0.095
F 0.602803 -0.421078 -6.553506  0.126
F 1.898687 -2.010415 -7.254353  0.136
H 1.821629 -1.293906 -3.385562  0.144
H 0.468559 -0.997319 -4.424212  0.144
H -0.462752 1.389298 -4.108805  0.163
H 3.800393 -0.198542 -7.492354  0.175

Forces on the atoms, in the same order (eV/Å):
-0.60 -6.56 -5.33
0.74 5.07 3.62
-1.06 1.16 1.40
2.86 1.18 -0.11
-1.49 2.09 -4.21
1.48 -3.09 4.87
-1.55 0.86 1.29
0.34 -2.49 1.13
0.26 -0.17 0.12
0.40 0.15 0.91
0.88 0.44 -0.84
1.16 -1.80 -0.47
0.53 1.89 -1.57
-2.27 -0.89 0.45
1.86 -1.65 1.08
1.48 -0.36 -1.65
0.44 2.40 0.40
-0.49 1.24 -2.33
-1.86 1.30 1.42
-2.54 -0.15 1.11
-0.58 -0.06 -2.51
0.03 -0.66 2.50
2.39 0.46 -1.09
-2.31 -0.31 0.17
0.69 0.66 0.53
0.96 0.00 -0.22
-0.94 -0.15 -0.47
-0.10 0.41 -0.34
0.30 0.18 0.01
-0.40 0.00 0.15
-0.43 -0.32 0.32
-1.43 -1.30 -0.03
0.34 2.01 0.78
-0.03 -0.72 -0.67
0.36 0.06 0.45
0.15 0.50 0.24
0.56 -0.73 0.21
-0.13 -0.35 -0.70
-0.05 -0.28 -0.25
-0.03 -0.23 -0.34
0.16 0.08 0.05
0.01 0.18 0.18
0.07 -0.97 0.45
0.96 -0.28 -0.19
-0.63 0.94 -0.10
-0.01 0.19 0.53
0.20 -0.26 0.24
-0.45 0.03 -0.03
-0.36 0.08 -0.52
-0.76 1.14 -1.28
-0.76 -1.26 1.56
0.50 0.80 -0.37
0.06 -0.63 -0.10
-0.13 -0.42 0.37
0.63 -0.31 -0.69
0.33 0.68 -0.08
0.17 0.27 -0.16
0.18 0.37 -0.07
0.03 -0.20 0.06
-0.13 -0.19 0.10

Entry 3:
Computed, not measured: a molecular structure, C28H37AsCl2N5O2SSn, with the ωB97M-V functional and the def2-TZVPD basis.

Results
HOMO-LUMO gap   7.6084 eV
Energy above the lowest of the compared OMol25 structures with the same formula, charge and spin   0.0 kcal per mole
Total energy   -143730.1008 eV
Total charge   +1

Last column: Löwdin charge in e.
Geometry (Å):
Sn -1.322200 1.413280 -1.459504  1.155
C -0.179982 2.147834 1.681858  -0.165
C 1.039202 2.311063 0.791691  -0.195
N 0.684559 2.901992 -0.505111  -0.130
C 0.432627 4.350284 -0.493048  -0.134
C -0.985582 4.713190 -0.093496  -0.266
C -1.269651 5.861103 0.634166  -0.006
C -2.594647 6.157783 0.917849  -0.027
C -3.591490 5.284097 0.501483  -0.007
C -3.223049 4.150692 -0.204260  -0.273
C -4.231157 3.117906 -0.673874  -0.132
N -3.732841 1.743259 -0.504906  -0.201
C -3.757763 1.207415 0.867236  -0.215
C -2.575978 1.701438 1.681573  -0.184
N -1.285685 1.405176 1.023942  -0.106
N -1.949682 3.894447 -0.509081  0.076
H -0.567327 3.126353 1.964089  0.112
H 0.128693 1.643436 2.600080  0.135
H 1.463069 1.332203 0.588303  0.089
H 1.782188 2.913218 1.327729  0.129
H 1.442472 2.709921 -1.147501  0.118
H 0.583155 4.720103 -1.509009  0.137
H 1.135324 4.880313 0.157993  0.125
H -0.468377 6.508019 0.972501  0.121
H -2.847595 7.053207 1.472316  0.119
H -4.633567 5.473782 0.729299  0.121
H -4.397524 3.272964 -1.741985  0.135
H -5.184464 3.272592 -0.159307  0.126
H -4.285699 1.120537 -1.084779  0.052
H -3.703422 0.120419 0.784914  0.066
H -4.684971 1.462932 1.391009  0.130
H -2.622271 1.262676 2.681855  0.136
H -2.639291 2.779876 1.808142  0.107
H -1.097426 0.406572 1.105549  0.114
C -1.632893 -4.097982 -1.765431  -0.226
As -2.138207 -2.516417 -2.725198  0.766
C -3.758180 -3.064075 -3.634932  -0.273
C -1.021914 -2.096236 -4.232799  -0.215
S -2.843856 -0.953583 -1.458748  0.159
H -1.700373 -4.953450 -2.435845  0.050
H -2.355185 -4.204718 -0.960828  0.045
H -0.630638 -3.996164 -1.361714  0.013
H -3.551402 -3.898590 -4.307943  0.042
H -4.135986 -2.222099 -4.209422  0.035
H -4.511690 -3.358878 -2.908448  0.035
H -1.126413 -2.911491 -4.947045  0.046
H 0.011555 -1.971195 -3.933214  0.029
H -1.403236 -1.178321 -4.671677  0.045
Cl 3.194899 -1.649187 3.466375  0.730
C 4.360912 -1.145982 2.277687  -0.582
C 5.015177 0.050546 2.531738  -0.125
C 6.040480 0.485726 1.714498  -0.088
C 6.414385 -0.288407 0.628778  -0.112
C 5.744853 -1.464727 0.367797  -0.583
Cl 6.225503 -2.398561 -1.018425  0.720
C 4.687303 -1.946326 1.166105  -0.300
N 4.114013 -3.163582 0.821460  0.058
C 2.802603 -3.645801 1.041072  -0.237
C 2.637269 -4.922263 1.572366  -0.019
C 1.371504 -5.437454 1.786102  -0.076
C 0.256011 -4.665284 1.490683  -0.081
C 0.423163 -3.406082 0.935033  -0.054
C 1.688110 -2.890086 0.666882  -0.161
C 1.866793 -1.551627 -0.007713  -0.033
C 0.760799 -1.165131 -0.987597  -0.597
O 0.280287 -2.021692 -1.730366  -0.083
O 0.450724 0.091445 -0.976382  -0.284
H 4.732849 0.616095 3.411092  0.102
H 6.561535 1.409006 1.932048  0.108
H 7.225073 0.017619 -0.019848  0.108
H 4.741647 -3.796224 0.358257  0.099
H 3.517702 -5.501351 1.829251  0.119
H 1.257136 -6.429801 2.205886  0.107
H -0.740407 -5.048052 1.676723  0.105
H -0.452540 -2.818704 0.678561  0.108
H 2.793267 -1.559305 -0.589762  0.136
H 1.967720 -0.751693 0.727228  0.101

Forces on the atoms, in the same order (eV/Å):
0.41 0.12 -0.08
-0.01 -0.04 -0.18
-0.12 0.04 -0.02
-0.05 0.17 0.14
-0.12 -0.17 0.07
-0.02 -0.11 -0.08
-0.02 0.10 0.03
0.02 -0.07 -0.04
-0.03 0.10 0.02
0.06 -0.13 -0.06
0.25 -0.03 0.12
-0.19 0.10 0.22
0.11 0.08 -0.13
-0.01 0.00 -0.07
-0.03 -0.14 -0.15
0.03 -0.08 0.13
-0.06 0.01 0.01
-0.06 0.00 0.07
0.08 0.07 -0.02
-0.01 0.03 0.01
-0.04 -0.07 -0.11
0.05 0.02 -0.02
0.03 0.02 0.00
-0.05 -0.04 -0.03
0.01 -0.05 -0.01
0.06 -0.01 0.00
-0.05 -0.01 0.00
-0.01 0.01 0.01
0.05 0.05 -0.10
-0.10 0.03 0.02
-0.01 0.01 0.01
0.05 -0.04 0.01
0.04 0.06 0.03
0.03 0.04 0.03
0.12 -0.07 -0.06
-0.33 -0.21 -0.24
0.03 -0.09 -0.03
0.10 0.02 0.00
0.14 -0.10 0.15
-0.02 0.00 -0.03
-0.08 -0.05 0.05
-0.08 -0.01 -0.09
0.02 0.04 0.06
0.00 0.05 -0.02
0.02 0.00 0.05
-0.03 -0.01 -0.03
-0.08 -0.03 0.04
-0.06 0.05 -0.07
-0.11 -0.16 -0.21
0.07 -0.17 -0.13
-0.01 0.06 0.03
0.02 0.06 0.00
0.09 0.05 -0.02
-0.11 -0.02 -0.02
0.03 0.01 -0.01
-0.04 0.00 0.01
0.03 0.10 0.27
0.01 0.17 0.03
0.06 -0.01 0.02
-0.01 -0.03 0.01
-0.01 0.05 -0.01
0.00 0.02 0.10
0.02 0.10 -0.03
-0.12 -0.01 -0.01
-0.01 0.06 0.02
0.18 0.47 0.28
-0.17 -0.29 0.08
-0.01 -0.04 -0.05
-0.03 -0.04 0.00
-0.05 -0.04 0.01
0.03 -0.08 -0.07
-0.05 0.05 0.02
0.01 0.05 -0.03
0.04 0.01 0.01
0.03 -0.01 -0.01
0.00 0.00 0.02
0.08 0.00 0.07